Entry 1:
C34H35BrF6IrN6O5S2SbSe | ωB97M-V/def2-TZVPD

XYZ file:
```
92
Properties=species:S:1:pos:R:3:forces:R:3
Ir 1.5309 -0.1666 0.2592 -0.115 0.035 0.190
F 1.2517 -5.7625 -0.4680 0.005 0.002 0.003
C 1.6565 -4.8342 0.3769 0.025 0.016 0.005
F 2.9760 -4.6980 0.3022 -0.007 -0.006 -0.001
F 1.3184 -5.1701 1.6158 0.002 0.005 -0.001
S 0.8347 -3.2315 -0.0148 0.117 0.084 0.049
O 1.4555 -2.2988 0.9573 0.023 0.045 -0.183
O -0.5731 -3.4011 0.1034 0.001 -0.022 -0.003
N 1.4242 -2.9761 -1.4405 -0.184 -0.208 -0.032
S 0.9170 -1.8378 -2.3815 0.085 0.197 0.018
O -0.3786 -1.9516 -2.9514 0.011 -0.022 -0.001
O 1.2550 -0.5057 -1.8121 -0.033 -0.085 0.040
C 2.1437 -2.0128 -3.7473 -0.006 0.000 -0.009
F 1.9063 -3.1273 -4.4131 0.014 0.004 0.010
F 2.0097 -0.9657 -4.5504 -0.007 -0.013 -0.004
F 3.3811 -2.0358 -3.2607 -0.005 0.010 -0.004
Br -1.0659 -3.0099 12.0199 -0.002 0.006 -0.009
C -0.9829 -2.0006 10.4420 0.025 0.025 0.007
C -0.1528 -0.8828 10.3888 -0.008 -0.017 0.046
C -0.0928 -0.1454 9.2292 -0.016 0.011 -0.067
C -0.8567 -0.5215 8.1108 -0.194 -0.005 0.204
C -1.6957 -1.6510 8.1836 0.022 0.017 -0.004
C -1.7571 -2.3826 9.3462 -0.012 0.001 -0.016
N -0.7002 0.2391 6.9825 0.228 0.126 -0.263
N -1.4821 0.0064 6.0012 -0.156 -0.360 0.378
C -1.1247 0.0700 4.7412 0.062 0.326 -0.394
C -2.2114 -0.0882 3.8034 0.068 -0.017 0.185
C -2.0391 -0.1799 2.4691 0.063 0.027 -0.097
C -0.7154 -0.1051 1.9381 -0.017 0.041 0.077
O -0.4748 -0.1609 0.7140 0.037 -0.060 -0.090
C 0.4094 0.0937 2.8541 -0.054 0.048 -0.062
N 1.6116 0.1951 2.2438 0.037 -0.020 -0.029
C 2.6788 0.4961 2.9694 0.000 -0.028 -0.010
C 2.5880 0.6878 4.3437 -0.010 0.009 0.025
C 1.3771 0.5439 4.9839 0.057 -0.031 0.006
C 0.2382 0.2322 4.2273 -0.093 -0.062 0.056
H 0.4292 -0.6006 11.2543 -0.001 -0.003 0.002
H 0.5332 0.7343 9.1599 0.009 -0.005 -0.001
H -2.2968 -1.9280 7.3290 0.014 -0.003 -0.009
H -2.4021 -3.2466 9.4186 0.005 -0.004 0.003
H -3.1990 -0.1452 4.2425 -0.003 -0.032 -0.013
H -2.8572 -0.3046 1.7739 -0.008 0.003 0.009
H 3.6163 0.5853 2.4399 -0.003 0.000 0.004
H 3.4788 0.9463 4.8980 0.001 -0.005 -0.001
H 1.2987 0.6842 6.0505 -0.002 -0.017 -0.003
C -3.8802 3.0034 -0.8241 -0.003 0.006 0.002
C -2.9981 2.9980 -2.0700 0.013 0.008 -0.029
Sb -1.9782 1.1087 -2.3310 -0.014 0.022 0.054
C -3.4027 0.2322 -3.6916 0.000 0.009 -0.004
C -4.5591 -0.4537 -2.9703 -0.006 0.005 -0.001
C -0.5985 1.7423 -3.8671 0.007 -0.019 -0.006
C -1.1506 2.7487 -4.8700 -0.005 -0.005 -0.002
H -4.3707 3.9682 -0.6789 -0.003 -0.002 -0.004
H -3.2943 2.7943 0.0750 -0.001 0.002 -0.001
H -4.6646 2.2456 -0.8836 0.003 -0.002 0.002
H -2.2332 3.7750 -1.9988 0.004 -0.006 0.005
H -3.5848 3.2060 -2.9666 0.004 0.004 0.000
H -2.8481 -0.4842 -4.3013 0.001 -0.006 0.009
H -3.7680 1.0159 -4.3577 0.004 -0.004 -0.006
H -4.1986 -1.2268 -2.2888 -0.001 -0.003 -0.004
H -5.2457 -0.9289 -3.6738 -0.001 0.003 0.000
H -5.1422 0.2582 -2.3816 0.003 -0.002 0.003
H -0.2874 0.8227 -4.3704 0.007 0.007 -0.002
H 0.2825 2.1334 -3.3534 -0.002 0.006 0.001
H -2.0298 2.3590 -5.3856 0.001 0.000 -0.001
H -0.4106 2.9976 -5.6345 0.000 -0.002 0.001
H -1.4432 3.6802 -4.3835 0.001 0.000 -0.001
C 7.6591 -0.9905 -1.1223 -0.001 0.002 0.001
C 6.2131 -0.7774 -0.7995 0.004 0.005 0.000
C 5.3938 0.0187 -1.5875 -0.002 -0.007 0.000
C 4.0653 0.1872 -1.2571 0.011 -0.030 0.007
N 3.5209 -0.3731 -0.1695 0.011 -0.053 -0.029
C 4.2927 -1.1793 0.5825 0.015 0.044 0.036
C 5.6210 -1.3951 0.3031 -0.002 0.003 0.001
H 7.9773 -0.3675 -1.9550 0.000 0.001 0.001
H 7.8358 -2.0348 -1.3851 0.000 0.001 -0.001
H 8.2832 -0.7618 -0.2580 0.000 0.000 0.000
H 5.7799 0.5152 -2.4674 -0.001 -0.001 0.000
H 3.4044 0.7789 -1.8685 -0.013 0.005 -0.015
H 3.8057 -1.6634 1.4181 0.006 -0.005 -0.008
H 6.1937 -2.0518 0.9445 -0.001 -0.001 -0.001
Se 1.2748 2.2255 -0.1769 -0.004 -0.039 -0.077
C 3.0518 2.9070 -0.4322 -0.004 0.018 0.054
C 3.9817 2.9770 0.5972 0.009 -0.001 -0.011
C 5.2648 3.4227 0.3142 -0.007 -0.001 0.005
N 5.6579 3.8188 -0.8935 0.008 0.002 -0.004
C 4.7457 3.8047 -1.8619 -0.007 0.001 -0.002
C 3.4421 3.3582 -1.6868 -0.005 0.019 0.008
H 3.7114 2.7045 1.6083 -0.002 0.007 0.001
H 6.0122 3.4701 1.0994 -0.001 -0.002 -0.001
H 5.0734 4.1564 -2.8341 0.000 0.001 0.001
H 2.7509 3.3436 -2.5201 0.001 -0.001 0.002
```
Forces are in eV/Å.

Computed properties:
Electronic energy (eV): -237737.1739
<S²>: 0.818
E_HOMO (alpha / beta) (eV): -9.54 / -9.54
Total charge: +1
Multiplicity: 2
Strongest force on any atom (eV Å⁻¹): 0.5
ΔE to the lowest compared entry with this formula, charge and spin (kJ/mol): 44.04
Gap between HOMO and LUMO (alpha / beta) (eV): 5.0 / 4.1

Entry 2:
C38H32BrN9O8SV | ωB97M-V/def2-TZVPD

XYZ file:
```
90
Properties=species:S:1:pos:R:3:forces:R:3
V -0.3976 -0.1449 -0.2156 -0.365 -0.328 1.881
Br 6.8358 1.2028 -0.2613 -0.138 -0.054 0.038
C 5.0265 0.7119 0.0360 0.181 0.125 -0.086
C 4.4658 0.8924 1.3096 0.000 -0.094 -0.150
C 3.1500 0.5711 1.5379 -0.231 -0.114 0.204
C 2.3323 0.1177 0.4839 0.830 -0.049 -0.661
O 1.0618 -0.0851 0.6237 4.844 0.489 2.959
C 2.9312 -0.1275 -0.7855 -0.030 0.282 0.452
C 2.1859 -0.8793 -1.7475 -0.349 -0.288 0.068
N 0.9090 -1.0711 -1.6304 0.630 0.165 -0.252
C 0.2798 -2.1921 -2.1886 0.126 -0.502 -0.418
C 0.5915 -2.8381 -3.3640 -0.010 0.333 0.385
C -0.0676 -4.0268 -3.7068 -0.174 -0.248 -0.029
C -1.0028 -4.5867 -2.8775 0.089 -0.052 -0.180
C -1.3344 -3.9640 -1.6559 0.112 0.370 0.011
C -2.2244 -4.5078 -0.7060 0.016 0.116 0.208
C -2.4043 -3.8591 0.4866 -0.122 -0.354 -0.134
C -1.7717 -2.6313 0.7131 0.168 0.175 -0.174
N -0.9813 -2.0572 -0.1768 -0.440 -1.506 0.294
C -0.7143 -2.7333 -1.3337 0.038 -0.499 -0.168
C 4.2871 0.1752 -0.9835 -0.012 -0.049 -0.097
H 5.0846 1.2801 2.1082 -0.016 -0.052 0.041
H 2.7065 0.6664 2.5203 -0.037 0.034 -0.009
H 2.7560 -1.4236 -2.5020 -0.015 -0.060 0.018
H 1.3492 -2.4354 -4.0234 -0.002 0.027 -0.010
H 0.1907 -4.5213 -4.6337 -0.016 0.009 -0.009
H -1.4747 -5.5235 -3.1442 -0.024 -0.004 0.035
H -2.7278 -5.4434 -0.9139 0.022 -0.031 0.002
H -3.0258 -4.2796 1.2642 -0.037 0.033 -0.002
H -1.9351 -2.1070 1.6419 -0.019 0.063 -0.012
H 4.7339 -0.0137 -1.9513 0.053 0.027 0.007
N 2.1811 2.8529 -1.6951 0.315 -0.028 -0.193
N 2.2320 3.1469 -0.3223 0.101 -0.087 0.129
C 1.1828 2.9767 0.4960 -0.368 0.608 0.140
N 1.3229 3.2076 1.7941 0.165 -0.056 0.110
N 0.0569 2.6027 -0.1293 0.001 -0.606 -0.593
N -1.1539 2.8526 0.4262 -0.213 0.687 0.444
O -1.2637 3.4117 1.5202 0.064 -0.240 -0.053
O -2.1040 2.5379 -0.2533 -0.251 0.030 -0.155
H 2.1620 3.7297 -2.2047 -0.137 0.056 0.025
H 1.3034 2.3787 -1.8689 -0.104 0.002 0.053
H 3.1632 3.1977 0.0577 0.025 -0.200 0.051
H 2.2205 3.3682 2.2165 0.032 0.071 -0.101
H 0.5004 3.1642 2.3755 -0.054 -0.089 0.004
O 0.5102 -1.4933 4.7594 -0.115 -0.057 0.006
S -0.1284 -0.2192 4.6028 0.091 0.098 -0.203
O 0.3453 0.8809 5.3891 -0.176 0.062 0.003
N -0.1138 0.1990 3.0022 -0.186 -0.063 0.339
C -1.3045 0.1278 2.4839 0.288 0.135 0.313
O -1.5763 0.2745 1.2347 -0.596 0.170 1.068
C -2.3973 -0.1862 3.4498 -0.297 -0.027 -0.151
C -3.7522 -0.2836 3.1835 0.048 -0.027 0.042
C -4.5988 -0.6018 4.2389 -0.030 -0.021 -0.011
C -4.0937 -0.8322 5.5140 0.031 -0.041 0.034
C -2.7284 -0.7514 5.7705 0.097 0.039 0.113
C -1.9033 -0.4157 4.7201 0.170 0.115 -0.230
H -4.1219 -0.1104 2.1803 0.003 0.039 0.002
H -5.6665 -0.6782 4.0767 0.001 -0.014 -0.004
H -4.7712 -1.0864 6.3179 -0.004 0.009 0.009
H -2.3273 -0.9359 6.7578 -0.030 -0.006 0.014
C -6.3354 1.6381 1.7049 -0.128 0.021 0.173
O -5.7575 1.0601 0.5402 0.014 -0.095 -0.016
C -5.3838 1.8913 -0.4638 0.199 -0.048 -0.016
C -5.5910 3.2600 -0.4750 -0.026 0.090 0.141
C -5.1603 4.0129 -1.5533 0.081 -0.061 -0.148
C -4.5447 3.4005 -2.6350 0.001 0.050 -0.001
C -4.3470 2.0337 -2.6370 0.024 -0.321 0.050
C -4.7488 1.2682 -1.5486 0.227 0.708 0.157
N -4.6880 -0.1405 -1.4712 0.147 -0.560 -0.320
C -4.0834 -1.0401 -2.2081 -0.155 0.161 0.211
C -2.9695 -0.8805 -3.0820 0.562 0.491 -0.051
C -3.0398 -1.4896 -4.3528 -0.218 0.101 0.043
C -2.1038 -1.2378 -5.3206 -0.014 -0.075 -0.183
C -1.0328 -0.3806 -5.0379 -0.134 0.037 0.076
C -0.8639 0.1345 -3.7763 -0.135 0.229 0.024
C -1.7729 -0.1606 -2.7400 -0.284 -0.279 -0.189
O -1.4643 0.0834 -1.5002 -4.257 1.450 -5.384
H -7.2734 2.1465 1.4749 0.026 -0.014 -0.060
H -5.6415 2.3329 2.1811 0.028 -0.028 -0.041
H -6.5364 0.8088 2.3773 0.002 0.038 -0.011
H -6.0676 3.7491 0.3614 0.002 -0.025 0.006
H -5.3094 5.0840 -1.5536 -0.012 -0.007 0.037
H -4.2152 3.9804 -3.4858 -0.034 0.021 0.020
H -3.9041 1.5685 -3.5022 0.140 -0.119 -0.047
H -5.3456 -0.4870 -0.7792 -0.120 -0.104 -0.107
H -4.5564 -2.0174 -2.1893 0.019 -0.086 0.218
H -3.9098 -2.0940 -4.5823 0.022 -0.050 -0.032
H -2.2119 -1.6690 -6.3058 0.007 -0.020 0.011
H -0.3195 -0.1464 -5.8177 0.026 0.026 0.020
H -0.0211 0.7679 -3.5336 0.052 -0.054 0.005
```
Forces are in eV/Å.

Computed properties:
Electronic energy (eV): -176273.9912
<S²>: 2.020
E_HOMO (alpha / beta) (eV): -9.29 / -10.64
Total charge: +1
Multiplicity: 3
Strongest force on any atom (eV Å⁻¹): 7.0
ΔE to the lowest compared entry with this formula, charge and spin (kJ/mol): 220.15
Gap between HOMO and LUMO (alpha / beta) (eV): 5.4 / 6.7

Entry 3:
C7H10 | ωB97M-V/def2-TZVPD

XYZ file:
```
17
Properties=species:S:1:pos:R:3:forces:R:3
C -1.7523 0.5848 -0.0881 -0.349 -0.480 0.536
C -1.0116 -0.7224 -0.1455 1.293 -0.229 -1.156
C 0.1754 -1.0766 0.7183 0.045 -0.138 0.449
C 0.8794 0.0681 1.3711 0.091 0.131 -0.090
C 1.4241 0.8888 0.4699 -0.057 -0.129 0.147
C 1.1865 0.4019 -0.9422 -0.057 0.112 0.029
C 0.4150 -0.8903 -0.7491 -1.208 0.270 -0.224
H -2.2383 0.8408 -1.0399 0.126 -0.116 0.282
H -2.5045 0.3538 0.6762 -0.332 0.675 -0.226
H -1.1694 1.4321 0.2709 0.097 -0.108 -0.113
H -1.6593 -1.5565 -0.4039 0.103 0.000 0.193
H 0.1942 -2.0575 1.1784 0.037 0.058 0.053
H 0.8889 0.2132 2.4463 0.037 0.028 -0.117
H 1.9292 1.8261 0.6901 -0.070 -0.175 0.013
H 0.5756 1.1224 -1.4973 0.086 0.097 -0.043
H 2.1054 0.2716 -1.5149 0.100 -0.044 0.063
H 0.5643 -1.7171 -1.4352 0.058 0.050 0.204
```
Forces are in eV/Å.

Computed properties:
SMILES: C[C@@H]1[C@@H]2C=CC[C@H]12
Electronic energy (eV): -7419.7800
E_HOMO (eV): -8.80
Total charge: 0
Strongest force on any atom (eV Å⁻¹): 1.7
ΔE to the lowest compared entry with this formula, charge and spin (kJ/mol): 121.07
Gap between HOMO and LUMO (eV): 10.0

> What is the total charge in the first record?

+1

> The lowest strongest force on any atom belongs to which entry?

C34H35BrF6IrN6O5S2SbSe

> What is the total charge in the first record?

+1